Entry 1:
57
Properties=species:S:1:pos:R:3 method="wB97M-V/def2-TZVPD" gap_ev="4.34 / 4.34" e_lumo_ev="-6.0 / -6.0" relative_energy_kcal_mol=275.94 total_charge=+1 e_tot_ha=-4683.49294
Ca -0.7274 -1.0385 0.3259
C -2.6412 0.4352 -3.8054
C -3.8418 -0.2450 -3.8833
C -4.1600 -1.1175 -2.9004
C -3.3332 -1.2083 -1.7952
C -2.0655 -0.5628 -1.6565
C -1.8050 0.3345 -2.7289
C -3.7771 -2.0000 -0.6311
C -4.7181 -3.0880 -0.7656
C -4.9945 -3.8276 0.3887
C -4.2093 -3.7616 1.5554
C -4.3893 -4.4617 2.7553
C -3.4181 -4.2553 3.7327
C -2.3510 -3.4813 3.6355
C -2.1380 -2.6263 2.5269
C -3.1500 -2.7344 1.4193
N -3.0591 -1.8996 0.4420
H -2.3868 1.1220 -4.7244
H -4.6347 -0.0379 -4.7812
H -5.0420 -1.6134 -2.8536
H -0.7839 0.8804 -2.8511
H -5.2974 -2.9921 -1.5779
H -5.8424 -4.4043 0.2040
H -4.9153 -5.4936 2.8322
H -3.6277 -5.1164 4.7386
H -1.5510 -3.3788 4.6026
H -0.8737 -2.5343 2.0671
C 0.9481 -1.4917 3.6219
O 0.8734 -0.7506 2.4047
C 1.9681 0.1483 2.3199
C 3.0250 0.1133 3.2279
C 4.0938 0.9636 2.9916
Br 5.5618 0.6694 4.0590
C 4.1787 1.8353 1.9599
C 3.1076 1.8131 1.0594
C 2.1089 0.8396 1.0039
O 1.2512 0.6603 0.1248
C 3.2882 2.5277 -0.1739
N 2.4051 2.4102 -1.1960
C 2.7382 3.2938 -2.1966
C 2.2055 3.5720 -3.4239
C 2.7754 4.5069 -4.2549
C 3.9752 5.1198 -3.8476
C 4.5831 4.8189 -2.6525
C 3.9129 3.8980 -1.8137
N 4.2693 3.4089 -0.6168
H 1.1379 -1.2113 4.6634
H 1.7708 -2.3846 3.3772
H -0.1857 -2.0296 3.6796
H 3.1177 -0.7393 4.0461
H 5.0832 2.6794 1.9751
H 1.6583 1.7871 -1.0381
H 1.2953 3.0659 -3.6930
H 2.3703 4.7412 -5.2099
H 4.5627 5.8631 -4.5907
H 5.7024 5.2253 -2.4191
H 5.9508 3.7525 0.3406

Entry 2:
68
Properties=species:S:1:pos:R:3 method="wB97M-V/def2-TZVPD" gap_ev="6.95 / 7.15" e_lumo_ev="-1.6 / -1.2" relative_energy_kcal_mol=0.00 total_charge=0 e_tot_ha=-5197.21366 s_squared=0.923 multiplicity=2
Tc 0.1665 -0.2318 -0.4726
C -0.4703 1.5593 6.1955
C 0.3491 1.3077 4.9598
C 0.6752 2.3479 4.0977
C 1.3996 2.1140 2.9376
C 1.8060 0.8214 2.6524
C 1.5073 -0.2370 3.5040
C 0.7748 0.0148 4.6469
S 2.8516 0.5279 1.2860
O 3.9641 -0.2407 1.7688
O 3.0874 1.7687 0.6055
N 1.9629 -0.4895 0.2947
C 2.6999 -1.4669 -0.4898
C 4.0280 -1.3604 -0.9000
C 4.5224 -2.3711 -1.7018
C 3.7035 -3.4253 -2.0837
C 2.3974 -3.4161 -1.6371
N 1.9123 -2.4630 -0.8437
H -1.5278 1.3779 5.9935
H -0.3682 2.5893 6.5359
H -0.1743 0.8954 7.0077
H 0.3604 3.3568 4.3376
H 1.6689 2.9212 2.2698
H 1.8588 -1.2354 3.2785
H 0.5380 -0.8007 5.3199
H 4.6534 -0.5310 -0.6155
H 5.5519 -2.3261 -2.0337
H 4.0660 -4.2249 -2.7140
H 1.7034 -4.2017 -1.9129
F -3.0724 0.3823 3.7389
C -2.3890 0.9602 2.7317
C -1.5493 0.1759 1.9706
C -0.8545 0.7837 0.9393
C -1.0045 2.1601 0.6728
C -1.8686 2.8835 1.4824
F -2.0412 4.2070 1.2714
C -2.5775 2.3116 2.5144
C -0.1923 2.6931 -0.4169
C -0.1421 4.0023 -0.8879
C 0.7208 4.3133 -1.9190
C 1.5343 3.3350 -2.4753
C 1.4361 2.0572 -1.9845
N 0.5970 1.7512 -0.9840
H -1.4782 -0.8833 2.1690
H -3.2501 2.8978 3.1230
H -0.7766 4.7539 -0.4494
H 0.7586 5.3277 -2.2948
H 2.2230 3.5486 -3.2790
H 2.0280 1.2415 -2.3756
O -2.7998 -3.7105 -0.2814
As -2.5292 -2.0378 -0.7394
O -3.6117 -1.0324 -0.0660
O -0.8824 -1.8199 -0.2028
C -2.5679 -2.3494 -2.6435
C -3.4128 -3.3693 -3.0677
C -3.5178 -3.6714 -4.4191
C -2.7825 -2.9679 -5.3573
C -1.9443 -1.9406 -4.9543
C -1.8400 -1.6387 -3.6051
S -0.7992 -0.2906 -3.1639
O -1.4063 0.1780 -1.8537
O -0.8277 0.6821 -4.2067
O 0.5262 -0.8109 -2.7804
H -2.9506 -3.7427 0.6717
H -3.9799 -3.9311 -2.3404
H -4.1835 -4.4627 -4.7384
H -2.8706 -3.2086 -6.4086
H -1.3892 -1.3583 -5.6769

Entry 3:
68
Properties=species:S:1:pos:R:3 method="wB97M-V/def2-TZVPD" gap_ev="6.66 / 4.70" e_lumo_ev="-4.2 / -6.1" relative_energy_kcal_mol=0.00 total_charge=+1 e_tot_ha=-7967.91061 s_squared=0.786 multiplicity=2
Ir 0.1222 -0.0526 -0.2109
Br 4.5336 1.9442 4.2945
C 3.3138 1.4933 2.9523
C 3.7638 1.0604 1.7145
C 2.8288 0.7294 0.7570
N 1.5165 0.8255 0.9878
C 1.0759 1.2443 2.1876
C 1.9527 1.5866 3.1970
C -0.3922 1.2854 2.3075
C -1.0521 1.8294 3.3902
C -2.4366 1.8473 3.3857
Br -3.3660 2.5635 4.8411
C -3.1223 1.3503 2.2908
C -2.3893 0.8285 1.2479
N -1.0583 0.7735 1.2554
H 4.8176 0.9666 1.4998
H 3.1196 0.3732 -0.2213
H 1.5951 1.9023 4.1647
H -0.5069 2.2367 4.2274
H -4.2007 1.3646 2.2451
H -2.8826 0.4516 0.3648
Cl -1.0190 -3.9602 -5.7115
C -0.3153 -2.9472 -4.5338
C 0.9719 -2.4836 -4.7274
C 1.6012 -1.6802 -3.7804
I 3.5286 -1.0342 -4.0456
C 0.8941 -1.3074 -2.6100
O 1.4049 -0.6457 -1.6542
C -0.4698 -1.7433 -2.4548
N -1.0734 -1.3213 -1.3198
C -2.2483 -1.8452 -0.9994
C -2.9165 -2.7339 -1.8432
C -2.3510 -3.0968 -3.0416
C -1.0752 -2.6077 -3.3623
H 1.5012 -2.7710 -5.6251
H -2.6568 -1.5688 -0.0378
H -3.8749 -3.1265 -1.5368
H -2.8594 -3.7728 -3.7148
C -1.3099 5.9238 -6.4926
C -2.0645 4.6048 -6.2752
C -1.6126 3.6115 -7.3457
C -3.5712 4.8436 -6.4454
C -1.7890 4.0916 -4.8607
C -2.1492 4.8847 -3.7645
C -1.9337 4.4999 -2.4459
C -1.3374 3.2753 -2.2544
O -1.0058 2.6387 -1.0696
B -0.4272 1.4353 -1.4524
O -0.4022 1.3134 -2.8428
C -0.9765 2.4814 -3.3209
C -1.1845 2.8535 -4.6295
H -1.4907 6.2959 -7.5026
H -0.2349 5.7823 -6.3678
H -1.6324 6.6938 -5.7914
H -1.8289 4.0216 -8.3327
H -2.1396 2.6586 -7.2626
H -0.5382 3.4231 -7.2963
H -3.7811 5.2024 -7.4546
H -3.9444 5.5891 -5.7430
H -4.1318 3.9203 -6.2878
H -2.6153 5.8445 -3.9426
H -2.2169 5.1317 -1.6156
H -0.8818 2.2017 -5.4359
F -0.4657 -3.5278 2.5889
B -0.2750 -2.1761 2.6498
F 0.1632 -1.7547 1.2682
F -1.4657 -1.4788 2.8764
F 0.7283 -1.7598 3.4955

Entry 4:
69
Properties=species:S:1:pos:R:3 method="wB97M-V/def2-TZVPD" gap_ev="8.10 / 8.31" e_lumo_ev="-0.2 / -0.2" relative_energy_kcal_mol=3.67 total_charge=0 e_tot_ha=-5180.00908 s_squared=0.753 multiplicity=2
Ti 0.2334 -0.4669 0.6341
C -0.5231 -2.5268 -3.1206
C -0.2382 -1.3818 -2.3822
N 0.0059 -1.7005 -1.1109
N -0.1174 -3.0413 -1.0083
C -0.4344 -3.5563 -2.2013
B 0.2474 -3.7741 0.3022
N -0.6885 -3.3542 1.4526
C -1.4198 -4.1148 2.2838
C -1.9091 -3.3116 3.2921
C -1.4118 -2.0395 2.9946
N -0.6732 -2.0795 1.8937
N 1.6565 -3.3332 0.7255
C 2.6965 -4.1007 1.0827
C 3.6522 -3.2939 1.6624
C 3.0910 -2.0164 1.6250
N 1.8887 -2.0436 1.0559
H -0.7612 -2.5978 -4.1667
H -0.1935 -0.3528 -2.6984
H -0.5657 -4.6188 -2.3172
H 0.1935 -4.9592 0.1283
H -1.5326 -5.1699 2.0997
H -2.5351 -3.6003 4.1175
H -1.5647 -1.1045 3.5071
H 2.6738 -5.1632 0.9078
H 4.6111 -3.5808 2.0555
H 3.5097 -1.0912 1.9813
C -3.9074 -1.5946 0.7992
C -3.6446 -0.6447 -0.3258
N -4.5105 -0.5865 -1.3167
C -4.2993 0.2577 -2.3392
C -3.2187 1.1039 -2.4126
C -3.0399 2.0517 -3.5767
O -4.1275 2.0667 -4.4772
C -2.2655 1.0311 -1.3781
C -1.1282 1.9294 -1.3379
N -0.0192 1.6897 -0.7439
C 0.8518 2.8292 -0.7143
C 1.8117 2.9968 -1.7050
C 2.6938 4.0633 -1.6565
C 2.6250 4.9747 -0.6145
C 1.6365 4.8474 0.3477
C 0.7369 3.7905 0.2884
I -0.8342 3.7381 1.6544
C -2.4641 0.1429 -0.3181
O -1.6110 0.0455 0.6833
H -4.8958 -2.0308 0.6771
H -3.8422 -1.0855 1.7615
H -3.1623 -2.3928 0.8153
H -5.0356 0.2360 -3.1316
H -2.1714 1.7553 -4.1697
H -2.8384 3.0650 -3.2086
H -4.8991 2.4205 -4.0228
H -1.2631 2.9028 -1.8150
H 1.8734 2.2686 -2.5018
H 3.4461 4.1707 -2.4264
H 3.3288 5.7942 -0.5558
H 1.5513 5.5756 1.1430
Cl 0.4763 0.9811 3.8511
C 1.7474 1.4234 2.7462
C 1.7868 0.7813 1.5223
C 2.8696 1.0847 0.7158
Cl 2.9616 0.2235 -0.8106
C 3.8582 1.9994 1.0514
Cl 5.2043 2.2797 0.0195
C 3.7335 2.6858 2.2607
Cl 4.8898 3.8837 2.6859
C 2.6754 2.3917 3.1221
Cl 2.5285 3.2266 4.6177